# 1
DFT (ωB97M-V/def2-TZVPD) results for a gas-phase ion, C7H10NO2 (charge +1) in a non-equilibrium geometry.

CARTESIAN COORDINATES (ANGSTROEM)
C 3.7428 0.5106 0.4371
C 2.6324 -0.1562 0.7549
C 1.7530 -0.6185 -0.2541
C 1.2503 -0.7177 -1.4507
C 0.4793 -1.5095 -0.4196
C -0.9029 -1.2495 0.0024
O -1.5153 -2.1256 0.7588
N -1.6566 -0.2368 -0.3812
O -2.9618 -0.1050 0.0284
C -3.3802 1.2413 0.1310
H 4.4416 0.8486 1.1811
H 3.9894 0.7273 -0.5890
H 2.3685 -0.3839 1.7780
H 1.2901 -0.5636 -2.4984
H 0.6861 -2.5781 -0.3392
H -0.9831 -2.8983 1.0070
H -1.3008 0.4952 -0.9941
H -2.8228 1.7835 0.9000
H -4.4250 1.1764 0.4294
H -3.3106 1.7603 -0.8299

Force components x, y, z for each atom (eV/Å):
-0.2128 -0.1390 0.0583
0.7367 0.2955 0.5044
-2.1878 -0.1449 -1.4671
0.1831 -0.1331 1.5406
1.0731 -0.0489 -0.3002
-0.8873 0.2373 0.2371
-0.2232 0.2653 -0.0372
0.8074 0.1535 0.1828
0.3716 -1.2369 -0.0965
-0.0581 0.8501 0.1625
0.0511 0.0572 0.2260
0.0284 0.0039 -0.2001
0.0918 0.0028 0.0581
0.0645 0.0902 -0.5852
-0.2170 -0.0476 -0.0518
0.1933 0.2713 -0.1716
0.0571 -0.2668 0.0673
0.0264 -0.1006 -0.0679
0.0931 -0.0288 -0.0775
0.0088 -0.0802 0.0181

Total energy   -12994.82503 eV
SMILES string   C=CC1=C[C@@H]1/C(O)=[NH+]/OC
Charge   +1
Energy above the lowest of the compared OMol25 structures with the same formula, charge and spin   91.8 kcal/mol
Highest occupied orbital energy   -13.187 eV
Orbital gap   9.641 eV



# 2
DFT (ωB97M-V/def2-TZVPD) results for a single C5H2 molecule in a non-equilibrium geometry.

CARTESIAN COORDINATES (ANGSTROEM)
C -2.5427 -0.4564 -0.0266
C -1.4360 0.1622 0.1491
C 1.6106 -0.8399 -0.0985
C 0.8704 0.1269 0.0203
C -0.2858 0.8592 0.1050
H 2.2322 -1.7467 -0.2723
H -0.4488 1.8946 0.1230

Force components x, y, z for each atom (eV/Å):
0.3644 0.2159 0.1623
-0.2996 -0.0494 -0.2172
-0.1325 0.3894 -0.1923
2.7317 -2.6683 -0.3414
-2.6563 -0.9299 0.2135
-0.7530 1.4773 0.3614
0.7453 1.5650 0.0137

Total energy   -5210.00463 eV
Charge   0
Energy above the lowest of the compared OMol25 structures with the same formula, charge and spin   9.6 kcal/mol
Highest occupied orbital energy   -10.080 eV
Orbital gap   7.934 eV



# 3
DFT (ωB97M-V/def2-TZVPD) results for a single C2H4N6 molecule in a non-equilibrium geometry.

CARTESIAN COORDINATES (ANGSTROEM)
N -2.3796 0.6417 -1.4276
N -1.0480 0.9721 -0.8094
C -0.6609 -0.1684 -0.3530
N 0.5584 -0.3984 0.3638
N 1.5954 0.4143 0.2865
C 2.3833 -0.1897 1.2053
N 1.8859 -1.2628 1.7022
N 0.7071 -1.4903 1.2021
H -2.9308 1.5080 -1.1113
H -2.1588 0.8336 -2.3890
H -1.2538 -1.1548 -0.2479
H 3.3018 0.2945 1.5781

Force components x, y, z for each atom (eV/Å):
-0.0231 2.5930 1.5057
-0.0045 -3.2347 0.4344
-0.8130 -0.9576 1.0486
-0.7030 0.0619 -1.0108
-0.0125 -1.2665 1.8110
1.6490 3.6991 -1.3334
-1.0945 -3.1099 1.7073
0.5255 2.4967 -1.3074
0.7216 -1.6623 -0.8444
-0.2895 0.1122 -0.7263
0.5526 1.9014 -0.7151
-0.5088 -0.6331 -0.5696

Total energy   -11075.99905 eV
SMILES string   N/N=C/n1ncnn1
Charge   0
Energy above the lowest of the compared OMol25 structures with the same formula, charge and spin   51.1 kcal/mol
Highest occupied orbital energy   -10.266 eV
Orbital gap   10.133 eV



# 4
DFT (ωB97M-V/def2-TZVPD) results for a molecular structure, C51H62CeF3GeN2O3SSb3Se in a non-equilibrium geometry.

CARTESIAN COORDINATES (ANGSTROEM)
Ce -24.6256 -10.0081 0.3046
C -28.5174 -8.5257 2.5419
C -29.0730 -9.6425 3.1197
C -28.3542 -10.8368 3.0162
C -27.1804 -10.9394 2.2265
C -26.5070 -9.7505 1.9085
C -27.2125 -8.5545 2.0399
C -26.7416 -12.1782 1.6250
C -27.2761 -13.3895 2.1405
C -27.1102 -14.5720 1.4447
C -26.5030 -14.5752 0.1749
C -26.7321 -15.6235 -0.7481
C -26.4316 -15.4294 -2.0713
C -25.8100 -14.2420 -2.5323
C -25.5013 -13.2260 -1.6468
C -25.9278 -13.3349 -0.3026
N -25.9943 -12.1871 0.4771
H -29.0867 -7.5889 2.4686
H -29.9293 -9.5638 3.7596
H -28.7431 -11.7420 3.4451
H -26.7446 -7.6375 1.6666
H -27.8293 -13.4189 3.0899
H -27.6607 -15.4400 1.8313
H -27.2428 -16.5166 -0.3844
H -26.5845 -16.2415 -2.7537
H -25.6318 -14.0807 -3.5854
H -25.0586 -12.2610 -1.9516
C -24.4120 -12.6230 4.4830
Sb -24.9164 -10.5256 4.1849
C -26.1209 -10.5516 5.9906
C -23.1582 -9.2972 4.9818
C -23.2399 -8.4413 6.1916
C -22.5118 -8.7998 7.3413
C -22.1187 -7.9104 8.3298
C -22.5804 -6.5831 8.1545
C -23.4012 -6.2265 7.0995
C -23.9346 -7.2069 6.2328
C -25.1548 -6.8803 5.4116
Sb -24.7140 -6.1575 3.3322
C -26.1297 -4.5235 3.4537
C -22.7480 -5.0817 3.3596
H -25.3045 -13.1782 4.2196
H -24.1746 -12.7826 5.5409
H -23.5995 -12.9683 3.8379
H -25.7374 -9.7732 6.6787
H -26.0467 -11.5071 6.4746
H -27.1587 -10.2994 5.7162
H -22.7351 -8.7987 4.0867
H -22.4852 -10.1440 5.2261
H -22.1634 -9.8539 7.3305
H -21.4376 -8.1862 9.1390
H -22.3174 -5.8205 8.8880
H -23.6975 -5.1692 7.0161
H -25.7344 -6.1181 5.9411
H -25.8632 -7.6990 5.2468
H -25.8943 -3.9740 4.3824
H -27.1172 -4.9928 3.4846
H -26.0700 -3.9117 2.5503
H -22.9879 -4.0503 3.5595
H -22.2413 -5.1926 2.4070
H -22.1564 -5.4922 4.1827
O -23.0472 -8.4038 1.0561
H -22.1911 -8.0322 0.5198
H -23.4952 -7.6100 1.4424
O -26.7204 -9.4720 -1.0812
H -26.8397 -8.4953 -1.3358
H -26.8405 -9.9270 -1.9302
O -21.0901 -7.4004 -0.0581
H -20.2581 -7.2663 0.4057
H -20.8808 -7.8236 -0.9093
S -20.8389 -9.3588 -2.4756
C -22.3774 -9.6633 -2.1691
N -23.5103 -9.8490 -1.8674
C -20.1317 -14.9542 1.3828
Ge -20.9963 -14.6927 -0.3487
C -22.4783 -15.9702 -0.5961
C -19.6203 -14.7682 -1.6926
C -21.7881 -12.8817 -0.4305
Se -22.8238 -12.2930 1.1591
C -21.3746 -11.5751 2.1845
H -19.8935 -16.0580 1.5348
H -20.7584 -14.5546 2.2123
H -19.1534 -14.4286 1.3743
H -21.9973 -16.9324 -0.8756
H -23.1600 -15.6623 -1.4018
H -23.0689 -16.1244 0.3240
H -19.1542 -15.7725 -1.6378
H -18.8696 -13.9898 -1.4139
H -20.0066 -14.5524 -2.6704
H -22.4369 -12.8993 -1.3417
H -21.0095 -12.1475 -0.6661
H -20.8875 -12.4168 2.6570
H -21.8707 -10.9773 2.9609
H -20.7550 -10.9299 1.5809
F -22.1664 -5.7097 -6.9639
C -22.9644 -5.8380 -5.8881
C -23.1247 -7.1059 -5.2502
C -24.0582 -7.1746 -4.2116
C -24.6737 -6.0238 -3.7407
C -24.4659 -4.7974 -4.3383
C -23.6116 -4.6857 -5.4481
Sb -25.6818 -6.1616 -1.8581
C -25.6088 -4.0703 -1.3535
C -26.7446 -3.3395 -1.0955
C -26.6527 -2.1535 -0.3682
C -25.4016 -1.6870 0.0586
F -25.3547 -0.6476 0.9542
C -24.2337 -2.3708 -0.3176
C -24.3389 -3.5760 -0.9909
C -27.7452 -6.7454 -2.4725
C -28.9034 -6.6629 -1.6364
C -30.1768 -6.5370 -2.1951
C -30.3071 -6.4614 -3.5954
F -31.5554 -6.3266 -4.1738
C -29.2014 -6.5387 -4.4131
C -27.9137 -6.7101 -3.8839
H -22.6936 -8.0183 -5.6258
H -24.2410 -8.1493 -3.7739
H -25.0623 -3.9229 -3.9923
H -23.4837 -3.7604 -5.9506
H -27.7288 -3.6724 -1.3474
H -27.5923 -1.6388 -0.1860
H -23.2370 -1.9497 -0.1101
H -23.4632 -4.2646 -1.1088
H -28.7819 -6.6338 -0.5483
H -31.0044 -6.4797 -1.5052
H -29.3602 -6.4786 -5.4858
H -27.0181 -6.8241 -4.4932

Force components x, y, z for each atom (eV/Å):
-0.4267 0.2014 0.2339
0.3078 1.4115 -0.3926
1.1995 -0.7401 0.5489
0.1439 -0.5740 -0.7471
-0.9651 1.7568 0.4332
-0.5995 0.3736 -1.6623
-0.2968 -0.1588 -0.0378
0.1473 -1.6263 -0.9737
0.4358 -1.2000 -0.2297
-0.8732 0.8324 0.9551
-0.0516 1.0063 -0.9344
0.1585 0.3832 0.1228
0.5822 -0.1138 0.1334
0.0663 0.3995 0.7113
-0.1754 0.1616 0.0605
-0.7798 -0.4239 1.2952
-0.8591 -0.1422 1.0551
0.1933 -0.3530 0.2729
-0.5289 -0.1530 -0.1325
-0.4596 -0.0897 0.1821
-0.3183 -0.0808 0.1556
0.3342 0.1609 -0.6368
0.5987 0.0860 -0.3103
0.2688 0.1209 -0.2453
-0.2818 -0.1251 -0.3897
0.1496 -0.2225 -0.0659
-0.2221 -0.6249 -0.1344
0.6302 0.3776 0.3370
1.2570 0.5103 0.9307
-0.1892 1.3687 -0.3509
-0.2308 -1.9093 -0.1100
-0.6411 0.7527 0.6690
0.9743 -1.0501 -0.6403
-0.9027 0.8529 -0.5768
0.8633 -0.3034 0.5553
-0.8445 -0.2699 0.3632
0.6031 0.1607 -0.2083
0.7169 0.5482 -0.6477
0.3544 0.0234 0.0301
0.4929 -0.2953 0.0821
-1.1504 -0.6583 0.8254
-0.2258 -0.0924 -0.0078
0.0199 -0.1145 -0.2505
-0.0851 0.0497 0.1901
-0.1608 -0.3478 -0.3610
-0.0616 -0.4766 0.0857
0.3772 -0.2400 0.2556
-0.3896 -0.0156 0.5184
0.0186 0.5066 -0.1776
0.0698 0.8011 0.2245
-0.5000 0.0315 -0.2148
0.1613 -0.1310 -0.2850
-0.2175 -0.6233 0.0639
0.1942 0.1498 -0.2704
0.4381 -0.2073 0.0365
-0.3537 -0.0570 -0.5876
0.1008 0.1735 0.2085
0.0678 0.1154 0.2640
0.1650 0.4287 0.0254
-0.0717 -0.0915 -0.0827
0.0379 0.0885 -0.1603
0.5187 0.9553 -0.3026
-0.9701 -0.3162 1.0253
0.2968 -0.5438 -0.0584
-0.0374 1.4606 -0.9211
-0.0095 -1.6908 0.4942
-0.0519 -0.0006 0.1992
0.2069 0.5036 -0.0216
0.0208 -0.0418 0.0995
0.1243 -0.2322 -0.4073
0.8083 -0.0195 -0.4658
-1.5267 -0.1085 0.6971
0.7928 0.0060 -0.6756
0.5440 -0.7031 0.4593
-0.7476 -0.0750 0.6967
0.3214 -0.3969 -0.0466
0.8558 0.0140 0.6714
-0.2153 0.0885 -0.7976
0.2653 -0.8101 -1.0503
-0.6284 0.2709 0.7472
-0.4727 1.3975 -0.0062
0.4739 -0.5411 -0.4663
-0.5710 -0.2007 0.1107
-0.5000 0.4300 0.1446
0.2253 -0.0934 0.1837
0.3204 0.1174 -0.3519
-0.1363 0.6206 -0.2791
-0.4129 -0.6552 -0.3242
-0.0227 -0.0561 -0.5620
0.1076 0.1817 0.8869
-0.1953 0.1314 0.3001
0.5100 0.1406 -0.0417
0.2913 -0.0632 -0.1049
0.3209 -0.0601 -0.0863
-0.0401 -0.3280 0.2587
-0.1183 -0.6295 0.7050
-0.9848 1.4739 -0.6500
1.0591 -0.0021 -0.5782
-0.6212 -0.2381 0.8040
-0.3084 0.8183 -0.5817
-0.4245 -1.3258 0.8950
0.1643 -0.5765 0.3358
0.2706 -0.7821 -0.1447
0.4934 0.7519 0.6247
0.2353 0.4359 0.0053
-0.6013 -0.4451 0.2017
0.1912 -0.7732 -1.2121
0.4298 0.8746 0.2647
-0.3679 -1.1767 0.0709
-0.2888 1.2406 -0.5644
1.0371 0.2684 -0.8823
0.3410 -0.1134 -0.2934
-0.7300 -0.0632 0.7488
1.5519 -0.1020 0.8338
0.4503 -0.3418 -0.7020
-0.7060 -0.0666 1.3887
0.3678 0.0937 -0.1787
-0.0101 0.0797 0.1758
0.7969 -0.6088 -0.2729
0.1884 0.5981 -0.4286
-0.3879 -0.3153 -0.3032
0.4009 0.2347 0.3778
-0.6600 -0.2539 0.2506
-0.6063 1.0590 -0.1026
-0.1395 -0.0943 -0.3564
-0.3567 0.0308 -0.2975
0.0558 -0.0387 0.0907
-0.4550 0.2841 -0.2310

Total energy   -236399.37724 eV
Charge   +1
Energy above the lowest of the compared OMol25 structures with the same formula, charge and spin   37.1 kcal/mol
Highest occupied orbital energy (spin up / spin down)   -8.967 / -8.977 eV
Orbital gap (spin up / spin down)   6.107 / 6.114 eV
Multiplicity   2



Question: What is the formula in the fourth record?
Answer: C51H62CeF3GeN2O3SSb3Se



Question: What is the total energy in the third record?
Answer: -11075.99905 eV



Question: Number 1 is which compound?
Answer: C7H10NO2